This record from the OMol25 dataset describes 2 unconnected molecules or ions with the total composition C2H4BFO at a distorted geometry. The level of theory is ωB97M-V/def2-TZVPD.

```
9
Properties=species:S:1:pos:R:3:forces:R:3:lowdin_charge:R:1
B 0.85591 -0.86862 0.03998 0.1 0.9 -2.0 -0.330
C -1.42753 0.25043 0.06012 -1.9 -1.8 0.5 -0.254
C -0.32891 0.93600 -0.05976 1.8 3.0 0.1 -0.033
O -2.29291 -0.52772 0.11277 1.0 1.2 -0.1 0.212
F 1.91829 -0.06069 0.09806 1.6 0.3 -0.4 0.041
H 0.43861 -1.22738 -1.01072 0.2 -0.4 -0.2 0.051
H 0.69682 -1.41000 0.99887 -1.0 -1.2 2.0 0.034
H 0.30186 1.39132 0.77353 -1.6 -0.9 -0.9 0.141
H -0.16216 1.51665 -1.01285 -0.3 -1.1 0.9 0.138
```
Positions in Å, forces in eV/Å.

Summary:
Charge: 0
Spin multiplicity: 1
F_max (hartree/bohr): 0.06831
Structure (SMILES): C=C=O.BF
Highest occupied orbital energy (eV): -10.1
HOMO-LUMO gap (eV): 10.42



This record from the OMol25 dataset describes a single CH6NP molecule at a distorted geometry. The level of theory is ωB97M-V/def2-TZVPD.

```
9
Properties=species:S:1:pos:R:3:forces:R:3:lowdin_charge:R:1
C 1.13986 -0.32158 -0.23748 -0.7 4.0 2.6 -0.081
N -0.26416 0.61973 0.26337 4.8 1.1 -1.4 -0.452
P -1.61413 -0.19992 -0.22268 -2.1 -1.2 -0.8 0.626
H 0.99572 -0.98158 -1.01082 -1.2 -1.3 -2.0 -0.014
H 2.09446 0.27508 -0.51679 -1.9 -0.5 1.0 0.085
H 1.19058 -0.85919 0.69689 0.7 -0.1 0.1 0.036
H -0.26525 1.60689 -0.14607 0.4 -2.0 0.6 0.059
H -1.86395 -1.00273 0.91089 0.4 -0.5 0.2 -0.131
H -2.54354 0.63664 0.40304 -0.4 0.7 -0.2 -0.128
```
Positions in Å, forces in eV/Å.

Summary:
Charge: 0
Spin multiplicity: 1
F_max (hartree/bohr): 0.09935
Structure (SMILES): CNP
Highest occupied orbital energy (eV): -8.3
HOMO-LUMO gap (eV): 9.40



This record from the OMol25 dataset describes 2 unconnected molecules or ions with the total composition C4H15N2. The level of theory is ωB97M-V/def2-TZVPD.

```
21
Properties=species:S:1:pos:R:3:forces:R:3:lowdin_charge:R:1
N 1.39687 -0.73425 0.31589 -0.3 -0.7 0.0 -0.041
C 2.94992 1.10490 1.09386 0.0 -0.1 0.0 -0.101
C 1.69922 0.69799 0.31350 0.0 0.7 -0.2 -0.356
H 1.28253 -1.06416 1.28065 0.1 0.1 -0.4 0.088
H 2.18943 -1.25788 -0.07183 -0.3 0.2 0.2 0.089
H 2.84777 0.81448 2.15302 0.1 0.1 -0.4 0.079
H 3.10488 2.19570 1.04153 0.0 -0.5 0.0 0.082
H 3.83849 0.60286 0.67553 -0.3 0.2 0.2 0.079
H 0.81865 1.22252 0.73172 0.3 -0.2 -0.2 0.101
H 1.80733 1.01133 -0.74272 -0.1 -0.1 0.5 0.110
C -2.58790 -0.05279 0.44202 0.0 0.0 0.0 -0.073
C -2.19093 0.00913 -1.02969 -0.6 0.7 0.0 -0.217
N -1.25260 -1.10628 -1.35821 -0.1 -0.6 -0.7 0.157
H -3.09615 -1.00337 0.67591 0.1 0.4 -0.1 0.090
H -3.27918 0.77864 0.65986 0.3 -0.4 0.0 0.099
H -1.70447 0.04383 1.09534 -0.3 0.0 -0.2 0.078
H -3.07223 -0.08307 -1.69321 0.5 0.0 0.3 0.135
H -1.68344 0.96197 -1.27464 -0.2 -0.6 0.1 0.135
H -1.70238 -2.02528 -1.17182 0.4 0.6 -0.2 0.180
H -0.97317 -1.07657 -2.35953 -0.2 -0.1 0.8 0.181
H -0.39267 -1.03975 -0.77709 0.5 0.0 0.2 0.103
```
Positions in Å, forces in eV/Å.

Summary:
Charge: +1
Spin multiplicity: 1
F_max (hartree/bohr): 0.01823
Highest occupied orbital energy (eV): -13.7
HOMO-LUMO gap (eV): 10.42